Record 1
Molecular formula: C4H8N2
Method: DFT, ωB97M-V/def2-TZVPD

Results
M in g mol⁻¹: 84.1
DFT total energy in a.u.: -266.64854
Max |F| in eV Å⁻¹: 2.9
Frontier orbital gap in eV: 9.9
Relative energy (zero: lowest compared OMol25 entry of this formula, charge and spin) in kcal/mol: 46.1

```
14
Properties=species:S:1:pos:R:3:forces:R:3
C -0.614718 1.071568 -0.865922 0.625 -0.162 -0.576
C 0.153608 -0.019064 -0.546210 0.004 0.179 -0.361
C 1.562339 0.100627 -0.052023 0.014 0.073 0.017
N -0.340924 -1.275255 -0.602811 -0.030 -0.030 -0.094
H -1.397232 0.954800 -1.610121 -0.324 -0.021 0.440
H -0.157783 2.051676 -0.804591 0.008 -0.074 -0.062
H 2.218346 -0.199163 -0.878254 -0.001 0.039 0.180
H 1.769424 -0.541041 0.811630 -0.136 0.072 -0.125
H 1.792444 1.134838 0.207002 -0.025 -0.131 -0.036
H 0.147826 -2.030936 -0.147571 -0.045 0.192 -0.014
H -1.340456 -1.393151 -0.680760 0.167 -0.038 -0.098
C -1.321874 0.041643 1.789150 -0.221 0.127 0.057
N -1.133083 -0.654149 2.711370 -0.337 1.337 -1.758
H -1.337915 0.757605 0.669117 0.301 -1.562 2.429
```
Positions in Å, forces in eV/Å.

Here are the natural (NBO) charges for atoms 1 to 2, given in e: -0.689, 0.340

Record 2
Molecular formula: C3H14BeNOS
Method: DFT, ωB97M-V/def2-TZVPD

Results
M in g mol⁻¹: 121.2
DFT total energy in a.u.: -665.40266
Net charge: -1
Max |F| in eV Å⁻¹: 2.8
Frontier orbital gap (spin up / spin down) in eV: 2.3 / 2.5
Relative energy (zero: lowest compared OMol25 entry of this formula, charge and spin) in kcal/mol: 70.7

```
21
Properties=species:S:1:pos:R:3:forces:R:3
C 2.408535 -0.503835 -0.676337 0.014 -2.130 -1.863
Be 1.126405 0.849009 0.186582 1.382 -0.742 1.083
N 0.855578 2.390922 0.726315 0.351 0.948 0.076
H 1.902875 0.706483 -1.021080 0.679 -0.252 0.203
H 0.414035 2.855934 -0.061454 -0.232 0.383 -0.287
H 1.893429 0.001539 0.929729 -0.161 0.430 1.750
H 3.538603 -0.507397 -0.738022 -1.352 0.753 -0.132
H 1.938138 -0.796869 -1.633776 0.931 -0.083 -0.735
H 2.206699 -1.531398 -0.183517 -0.027 1.605 0.359
H 0.140204 2.310549 1.455168 -0.142 -0.020 0.304
H 1.567480 3.034109 1.077171 0.156 -0.221 -0.049
C -2.656065 -0.019920 0.742857 0.088 -0.378 -0.212
S -1.043978 -0.833554 0.629687 0.806 0.303 1.075
C -1.267236 -1.980911 -0.739837 -0.261 -0.048 -0.010
O -0.261947 0.304677 -0.119196 -1.648 -0.530 -1.150
H -3.336398 -0.794591 1.122166 -0.113 0.396 -0.167
H -2.902529 0.304027 -0.284289 -0.074 0.092 0.652
H -2.554102 0.818029 1.459940 -0.090 -0.503 -0.631
H -1.597223 -1.419536 -1.629246 0.308 -0.377 0.170
H -0.320577 -2.548588 -0.884181 -0.675 0.552 0.009
H -2.051926 -2.638678 -0.358679 0.062 -0.175 -0.444
```
Positions in Å, forces in eV/Å.

Here are the natural (NBO) charges for atoms 1 to 2, given in e: -0.951, 0.676

Record 3
Molecular formula: C5H11BrN
Method: DFT, ωB97M-V/def2-TZVPD

Results
M in g mol⁻¹: 165.1
DFT total energy in a.u.: -2825.53136
Net charge: +1
Max |F| in eV Å⁻¹: 5.4
Frontier orbital gap in eV: 10.8
Relative energy (zero: lowest compared OMol25 entry of this formula, charge and spin) in kcal/mol: 66.4

```
18
Properties=species:S:1:pos:R:3:forces:R:3
C -1.037081 -1.885249 -0.262158 -3.928 0.927 -0.224
C -1.126168 -0.586057 -0.057375 -0.859 -0.626 -0.825
Br -2.824042 0.192189 0.133725 0.086 0.166 -0.017
N 0.098374 0.267417 0.042293 0.220 -0.757 -2.215
C 1.107540 -0.125229 -1.048968 0.840 0.940 0.517
C 0.649753 -0.048101 1.310549 0.588 1.836 5.036
C -0.251639 1.690786 -0.097432 -0.715 1.302 -3.039
H -1.981194 -2.461032 -0.447344 1.049 0.666 0.470
H -0.191562 -2.431188 -0.247907 2.968 -1.555 -0.197
H 0.881785 -0.928387 -1.650362 -1.604 -1.710 -1.033
H 1.363534 0.665126 -1.693100 -0.607 1.538 -0.730
H 2.095039 -0.381517 -0.742017 0.501 -0.203 1.652
H 1.692233 0.160168 1.428117 0.721 0.579 -0.594
H 0.171874 0.622175 2.133658 0.421 -1.332 -1.450
H 0.580830 -1.063443 1.636798 -0.567 -0.659 -0.352
H 0.523183 2.428346 0.027826 1.128 -0.528 -0.349
H -0.828499 1.886829 -1.084239 1.397 -0.602 1.433
H -0.923965 1.997160 0.617937 -1.639 0.019 1.917
```
Positions in Å, forces in eV/Å.

Here are the natural (NBO) charges for atoms 1 to 2, given in e: -0.373, 0.032

Record 4
Molecular formula: C4H8N2S2
Method: DFT, ωB97M-V/def2-TZVPD

Results
M in g mol⁻¹: 148.3
DFT total energy in a.u.: -1063.01263
Max |F| in eV Å⁻¹: 2.9
Frontier orbital gap in eV: 9.0
Relative energy (zero: lowest compared OMol25 entry of this formula, charge and spin) in kcal/mol: 52.1

```
16
Properties=species:S:1:pos:R:3:forces:R:3
C 0.691684 -2.056650 -1.410997 0.920 2.651 -0.643
C 0.320833 -0.950289 -0.377997 -1.689 -0.241 -0.836
C -0.770835 -0.197827 -0.626250 0.560 -0.844 0.081
N -1.222906 0.892656 0.102655 -0.352 -0.519 -1.239
N -0.707048 1.011052 1.342994 0.533 1.022 0.821
C 0.320747 1.840027 1.710014 -0.597 -0.284 -0.961
S 0.619473 2.090450 3.283600 0.368 0.298 0.398
S 1.214516 2.481414 0.318371 -0.177 -1.754 -0.393
H 0.587773 -1.526490 -2.476049 1.016 -1.245 2.140
H 0.041004 -2.913157 -1.535393 -0.063 -0.265 0.778
H 1.734970 -2.301726 -1.059438 -0.966 -0.323 -1.390
H 0.874457 -0.770846 0.545452 0.116 -0.335 -0.371
H -1.391930 -0.423394 -1.481471 0.009 0.151 -0.258
H -2.211256 1.088728 -0.032003 0.356 0.259 0.468
H -1.117602 0.503831 2.087106 -0.495 -0.548 0.795
H 1.016119 1.232222 -0.390594 0.459 1.977 0.609
```
Positions in Å, forces in eV/Å.

Here are the natural (NBO) charges for atoms 1 to 2, given in e: -0.640, -0.313

Record 5
Molecular formula: C38H48ClN6O6P2Zn
Method: DFT, ωB97M-V/def2-TZVPD

Results
M in g mol⁻¹: 847.6
DFT total energy in a.u.: -5179.13737
Net charge: +1
Max |F| in eV Å⁻¹: 0.2
Frontier orbital gap in eV: 6.7
Relative energy (zero: lowest compared OMol25 entry of this formula, charge and spin) in kcal/mol: 0.0

```
102
Properties=species:S:1:pos:R:3:forces:R:3
Zn -0.410956 0.671006 0.150916 -0.094 0.149 -0.171
C 0.426909 -2.983630 2.519657 0.021 -0.018 0.005
C 0.589870 -1.957834 1.603247 -0.036 0.028 -0.009
N -0.448902 -1.245067 1.177505 -0.025 -0.051 0.060
C -1.657575 -1.568194 1.653080 0.056 0.016 -0.033
C -1.795082 -2.588213 2.589967 -0.011 0.016 -0.028
N -0.761250 -3.289940 3.027204 0.009 -0.003 0.001
C -2.809337 -0.827287 1.081390 -0.048 -0.042 -0.007
C -4.108411 -0.925059 1.554969 0.024 0.010 -0.001
C -5.118216 -0.244001 0.883800 0.004 0.000 0.006
C -4.775013 0.508258 -0.236040 -0.014 -0.001 0.003
C -3.448810 0.565384 -0.633460 0.060 0.033 -0.015
N -2.498216 -0.092526 0.019270 -0.005 -0.109 0.070
C -2.961566 1.305342 -1.828801 -0.010 0.011 0.023
C -3.785382 2.039658 -2.676523 -0.001 -0.012 -0.001
N -3.325439 2.612669 -3.781336 -0.001 0.001 -0.008
C -2.037518 2.442267 -4.051997 -0.008 -0.002 0.005
C -1.202324 1.738653 -3.194533 0.000 0.008 -0.015
N -1.657975 1.190571 -2.080077 -0.007 0.005 0.004
C -6.520911 -0.309778 1.353622 -0.004 0.000 0.000
C -6.818478 -0.329969 2.710994 0.000 0.006 -0.001
C -8.148695 -0.379125 3.100991 0.004 -0.003 0.003
N -9.166655 -0.418784 2.246729 0.001 0.002 -0.001
C -8.874565 -0.407046 0.949544 -0.002 -0.001 -0.003
C -7.580867 -0.349183 0.454707 -0.002 -0.003 -0.002
H 1.276625 -3.565040 2.854696 0.001 0.001 0.001
H 1.561135 -1.684599 1.223094 0.015 0.014 -0.004
H -2.765440 -2.849787 2.990943 -0.002 0.000 0.004
H -4.345052 -1.520510 2.424665 -0.003 -0.001 0.006
H -5.539615 1.053438 -0.770532 -0.001 -0.003 0.003
H -4.839512 2.172154 -2.468582 -0.001 -0.001 -0.002
H -1.660827 2.880319 -4.968310 0.004 0.000 -0.001
H -0.149007 1.604591 -3.404791 0.003 -0.004 -0.001
H -6.040688 -0.279486 3.461928 0.002 -0.001 -0.002
H -8.404373 -0.383348 4.154266 -0.003 0.000 0.002
H -9.716388 -0.449535 0.268128 -0.002 0.000 -0.001
H -7.412243 -0.364583 -0.614339 0.004 0.001 -0.001
C 3.331665 1.583175 4.610837 -0.006 0.004 -0.006
C 4.234969 0.667133 3.810397 -0.015 -0.022 -0.012
C 3.840991 -0.791947 3.905935 0.014 0.015 -0.006
O 4.292543 1.069722 2.394686 0.020 0.041 0.057
P 3.032040 1.371774 1.500457 -0.041 -0.023 0.012
O 1.819279 0.584297 1.776202 0.027 -0.047 -0.022
C 3.701023 1.011416 -0.143588 -0.007 0.012 -0.011
P 2.530273 1.285314 -1.478381 -0.045 0.056 0.182
O 1.150443 0.817329 -1.185661 0.016 -0.100 -0.029
O 2.689069 2.835467 -1.680199 0.042 -0.019 -0.040
C 1.801426 3.674630 -2.490832 -0.002 -0.015 0.032
C 2.626771 4.844822 -2.975861 -0.018 0.023 0.001
C 0.626690 4.099864 -1.639202 -0.007 0.011 0.015
O 2.999628 0.527196 -2.765178 0.025 0.019 -0.043
C 4.284037 0.474702 -3.467609 -0.007 0.003 0.005
C 4.887826 1.847139 -3.663964 0.001 0.007 -0.007
C 5.215162 -0.500100 -2.778206 0.003 -0.002 0.001
O 2.735995 2.912846 1.574738 0.027 0.039 -0.053
C 3.654110 3.985607 1.941711 0.007 -0.017 0.019
C 2.844375 4.969879 2.756013 0.001 0.004 -0.009
C 4.238849 4.604439 0.691381 -0.012 0.013 -0.004
H 3.372562 1.297431 5.662129 0.013 -0.010 -0.004
H 2.295053 1.501798 4.278639 -0.002 0.001 -0.009
H 3.652391 2.621873 4.536891 0.001 0.001 -0.001
H 5.268939 0.794064 4.128538 -0.002 0.005 0.005
H 2.814154 -0.931445 3.569048 -0.014 0.003 0.005
H 3.914690 -1.116857 4.944172 0.010 -0.008 -0.003
H 4.507651 -1.411250 3.305843 -0.004 -0.002 -0.005
H 3.980161 -0.043757 -0.137149 -0.020 -0.013 0.000
H 4.597831 1.605683 -0.327281 0.014 -0.030 0.010
H 1.470585 3.074398 -3.342375 0.007 -0.004 -0.013
H 2.987470 5.428202 -2.128436 -0.001 0.000 -0.010
H 2.006841 5.493644 -3.595055 0.000 -0.005 0.000
H 3.482656 4.522681 -3.565037 0.008 -0.013 -0.004
H 0.975125 4.697810 -0.795205 0.003 -0.009 0.002
H 0.086075 3.240013 -1.249657 0.001 0.011 0.010
H -0.059485 4.706975 -2.231806 0.000 0.002 -0.003
H 3.992640 0.068164 -4.435077 0.004 -0.008 0.004
H 5.158107 2.314373 -2.715615 0.003 -0.003 0.001
H 4.201554 2.503957 -4.195969 -0.001 0.003 0.001
H 5.794383 1.748824 -4.261284 -0.002 -0.003 -0.004
H 5.618702 -0.089779 -1.851886 -0.001 0.002 0.002
H 6.057755 -0.714657 -3.435611 -0.003 0.000 -0.004
H 4.703822 -1.438210 -2.565333 0.000 -0.004 0.002
H 4.446797 3.544547 2.548789 0.000 0.009 0.010
H 2.042446 5.389300 2.146826 -0.001 0.000 0.001
H 3.482698 5.784325 3.098792 0.000 0.001 0.002
H 2.397373 4.485555 3.623219 0.005 0.001 -0.002
H 3.437468 4.968722 0.049210 0.008 0.006 0.006
H 4.841764 3.895472 0.123323 -0.010 -0.014 0.004
H 4.876462 5.445323 0.965512 0.004 -0.003 0.001
Cl -4.573572 0.573986 5.643488 -0.006 -0.003 0.002
C -3.496879 1.112435 4.382734 -0.006 0.005 0.003
C -3.970844 1.932022 3.372891 0.002 -0.006 0.008
C -3.106550 2.342952 2.367996 0.003 -0.003 0.002
C -1.765013 1.953263 2.344377 0.014 -0.006 0.018
C -0.852922 2.324686 1.233838 0.046 0.039 -0.016
C -1.318279 1.140610 3.396168 0.006 -0.002 0.007
C -2.166963 0.721117 4.406647 -0.002 0.000 0.002
H -5.005079 2.251717 3.378214 -0.003 0.004 -0.001
H -3.481477 2.994772 1.586346 0.000 0.004 -0.003
H 0.104746 2.676894 1.619089 0.016 0.029 0.004
H -1.288493 3.118991 0.622885 -0.036 -0.025 -0.003
H -0.278688 0.826619 3.404592 -0.004 0.003 -0.003
H -1.805171 0.094497 5.211738 0.001 0.000 0.000
```
Positions in Å, forces in eV/Å.

Here are the Mulliken charges for atoms 1 to 2, given in e: 2.695, -0.643

Record 6
Molecular formula: C4H4O2Ru
Method: DFT, ωB97M-V/def2-TZVPD

Results
M in g mol⁻¹: 185.1
DFT total energy in a.u.: -397.55371
Net charge: +4
Max |F| in eV Å⁻¹: 5.4
Frontier orbital gap (spin up / spin down) in eV: 8.4 / 6.8
Relative energy (zero: lowest compared OMol25 entry of this formula, charge and spin) in kcal/mol: 77.7
Expectation value of S²: 12.007
Spin multiplicity: 7

```
11
Properties=species:S:1:pos:R:3:forces:R:3
H 0.263812 -0.383356 -1.647471 -0.149 0.898 0.407
O -2.913925 1.401625 -0.206909 1.073 -0.860 0.351
C -2.013793 0.832309 0.122296 -2.721 2.048 -0.532
C -0.868804 0.103145 0.579543 1.599 0.068 -1.208
C 0.263663 -0.090084 -0.403282 -2.371 -1.879 0.596
C 1.007782 -1.310481 -0.544646 1.915 0.093 -1.616
H -1.056479 -0.553070 1.437870 0.302 -0.144 0.373
H 1.080576 -1.924381 0.358287 0.033 -0.844 1.352
H 1.926635 -1.263908 -1.129072 0.420 -1.057 -0.686
O 0.532857 0.888102 0.515948 -3.492 -2.213 -0.499
Ru 1.777673 2.300094 0.917435 3.390 3.891 1.461
```
Positions in Å, forces in eV/Å.

Here are the natural (NBO) charges for atoms 1 to 2, given in e: 0.586, 0.069